No. 1
The ion C9H11N2 with charge +1, computed with ωB97M-V with the def2-TZVPD basis set.

```
22
Properties=species:S:1:pos:R:3:nbo_charge:R:1
C 2.67 -1.06 0.13 -0.17
C 2.83 0.32 0.26 -0.19
C 1.48 -1.60 -0.10 -0.18
C 1.78 1.16 0.05 -0.19
C 0.29 -0.81 -0.23 0.03
C 0.51 0.57 -0.18 -0.18
C -1.07 -1.44 -0.33 -0.58
C -0.58 1.47 -0.45 0.28
C -2.08 -0.39 0.16 0.22
N -3.33 -0.74 0.29 -0.73
N -0.74 2.61 0.21 -0.68
H 3.68 -1.69 0.09 0.25
H 3.81 0.74 0.34 0.23
H 1.31 -2.70 0.07 0.23
H 2.03 2.24 0.25 0.23
H -1.57 -1.88 -1.26 0.28
H -1.13 -2.34 0.45 0.24
H -1.22 1.28 -1.35 0.24
H -3.50 -1.83 0.35 0.39
H -4.09 -0.08 0.64 0.44
H 0.04 2.80 0.84 0.41
H -1.11 3.36 -0.22 0.41
```

DFT total energy   -458.7119 a.u.
ΔE to the lowest compared entry with this formula, charge and spin   74.4 kcal per mole
HOMO energy (spin up / spin down)   -0.4497 / -0.4498 hartree
Lowest unoccupied orbital energy (spin up / spin down)   -3.9907 / -3.9904 eV
2S+1   1
Total charge   +1
Strongest force on any atom   4.491 eV/Å

---

No. 2
A cluster of 2 separate species, C3H8NO2 in total, computed with ωB97M-V with the def2-TZVPD basis set.

```
14
Properties=species:S:1:pos:R:3:nbo_charge:R:1
C -3.07 -0.08 0.22 0.24
C 1.37 -0.27 -0.52 0.36
C 1.35 1.16 -0.02 -0.72
N 1.53 -1.31 0.26 -0.64
O -1.97 0.32 -0.15 -0.08
O -0.94 -0.58 -0.27 -0.51
H -3.67 0.76 0.55 0.21
H -3.16 -1.13 0.49 0.21
H 1.18 -0.21 -1.55 0.24
H 1.38 1.25 1.06 0.24
H 0.49 1.70 -0.45 0.28
H 2.19 1.87 -0.47 0.28
H 1.91 -1.32 1.17 0.44
H 1.41 -2.17 -0.32 0.44
```

DFT total energy   -323.8914 a.u.
ΔE to the lowest compared entry with this formula, charge and spin   148.0 kcal per mole
HOMO energy (spin up / spin down)   -0.5180 / -0.5180 hartree
Lowest unoccupied orbital energy (spin up / spin down)   -4.3137 / -4.3134 eV
2S+1   1
Total charge   +1
Strongest force on any atom   5.224 eV/Å

---

No. 3
A structure of composition C37H39GeN2O3ReS2, computed with ωB97M-V with the def2-TZVPD basis set.

```
85
Properties=species:S:1:pos:R:3:lowdin_spin:R:1
Re -0.32 1.03 0.37 1.78
C 2.14 4.11 1.62 0.00
C 2.75 3.42 0.43 0.01
C 4.13 3.42 0.26 0.00
C 4.72 2.81 -0.83 0.01
C 3.94 2.22 -1.80 0.00
C 2.55 2.19 -1.68 0.01
C 1.72 1.57 -2.78 0.00
C 1.98 2.78 -0.55 0.02
N 0.55 2.73 -0.39 0.02
C -0.19 3.79 -0.63 -0.01
C 0.33 5.09 -1.12 0.00
C -1.59 3.55 -0.39 -0.01
C -2.66 4.55 -0.61 0.00
N -1.82 2.34 0.04 0.00
C -3.14 1.82 0.28 0.01
C -3.80 1.25 -0.82 0.01
C -3.22 1.33 -2.21 0.00
C -5.02 0.63 -0.61 0.00
C -5.58 0.58 0.66 0.01
C -4.93 1.18 1.72 0.00
C -3.71 1.81 1.57 0.00
C -3.06 2.45 2.76 0.00
H 2.82 4.05 2.47 0.00
H 1.19 3.67 1.90 0.00
H 1.99 5.17 1.41 0.00
H 4.74 3.92 1.01 0.00
H 5.80 2.81 -0.93 0.00
H 4.39 1.78 -2.68 0.00
H 2.05 0.55 -2.99 0.00
H 1.85 2.15 -3.70 0.00
H 0.66 1.57 -2.53 0.00
H 1.40 5.06 -1.28 0.00
H 0.10 5.88 -0.40 0.00
H -0.16 5.37 -2.06 0.00
H -2.43 5.47 -0.07 0.00
H -3.63 4.18 -0.28 0.00
H -2.72 4.81 -1.67 0.00
H -2.13 1.32 -2.21 0.00
H -3.55 2.24 -2.71 0.00
H -3.58 0.49 -2.82 0.00
H -5.54 0.18 -1.45 0.00
H -6.53 0.08 0.81 0.00
H -5.39 1.16 2.71 0.00
H -3.82 2.92 3.38 0.00
H -2.31 3.19 2.48 0.00
H -2.57 1.69 3.37 0.00
C -0.61 -1.21 -1.63 0.01
Ge 0.54 -2.39 -0.49 0.00
C 2.38 -2.46 -1.15 0.00
C 3.16 -1.31 -1.14 0.00
C 4.46 -1.35 -1.64 0.00
C 4.96 -2.53 -2.16 0.00
C 4.18 -3.68 -2.18 0.00
C 2.89 -3.65 -1.67 0.00
C -0.50 -3.81 0.35 0.00
C -1.76 -4.00 -0.19 0.00
C -2.61 -4.99 0.32 0.00
C -2.20 -5.77 1.37 0.00
C -0.92 -5.60 1.94 0.00
C -0.48 -6.40 3.02 0.00
C 0.78 -6.26 3.53 0.00
C 1.67 -5.31 2.99 0.00
C 1.27 -4.52 1.95 0.00
C -0.03 -4.62 1.41 0.00
H -0.62 -1.58 -2.65 0.00
H -0.16 -0.20 -1.66 0.01
H -1.63 -1.16 -1.25 0.00
H 2.78 -0.38 -0.73 0.00
H 5.07 -0.45 -1.61 0.00
H 5.98 -2.56 -2.54 0.00
H 4.58 -4.60 -2.59 0.00
H 2.29 -4.54 -1.67 0.00
H -2.10 -3.39 -1.02 0.00
H -3.58 -5.15 -0.14 0.00
H -2.85 -6.53 1.77 0.00
H -1.16 -7.14 3.43 0.00
H 1.10 -6.88 4.36 0.00
H 2.67 -5.22 3.39 0.00
H 1.96 -3.80 1.52 0.00
O 1.00 -0.87 0.87 0.01
S -0.04 -0.77 2.02 0.02
O -1.32 -0.62 1.29 0.02
O 0.05 -1.78 3.00 0.01
S 0.37 1.15 2.58 0.06
```

DFT total energy   -4719.6140 a.u.
ΔE to the lowest compared entry with this formula, charge and spin   0.0 kcal per mole
Expectation value of S²   2.04
HOMO energy (spin up / spin down)   -0.4696 / -0.4696 hartree
Lowest unoccupied orbital energy (spin up / spin down)   -7.6018 / -7.6877 eV
2S+1   3
Total charge   +2
Strongest force on any atom   3.493 eV/Å

---

Question: Among the records above, which one has the highest ΔE to the lowest compared entry with this formula, charge and spin?
Answer: C3H8NO2

---

Question: Look up the DFT total energy of the first one.
Answer: -458.7119 a.u.

---

Question: The lowest DFT total energy belongs to which entry?
Answer: C37H39GeN2O3ReS2